1.
{
  "formula": "H20O10",
  "method": "the ωB97M-V functional and the def2-TZVPD basis",
  "e_tot_ha": -764.384268,
  "e_above_lowest_kcal_mol": 61.3,
  "smiles": "O.O.O.O.O.O.O.O.O.O",
  "homo_energy_ev": -9.889,
  "species": ["O", "H", "H", "O", "H", "H", "O", "H", "H", "O", "H", "H", "O", "H", "H", "O", "H", "H", "O", "H", "H", "O", "H", "H", "O", "H", "H", "O", "H", "H"],
  "coordinates": [[0.64, 2.62, 1.63], [0.05, 3.34, 1.89], [0.74, 2.72, 0.67], [-0.29, -2.58, 2.38], [-0.39, -1.64, 2.18], [-0.12, -2.98, 1.52], [-1.45, 0.96, 2.65], [-1.49, 0.55, 3.53], [-0.51, 1.20, 2.54], [2.92, -0.01, -1.01], [1.96, -0.09, -0.89], [3.03, 0.81, -1.50], [-2.26, -2.16, 0.01], [-2.43, -3.06, -0.30], [-2.89, -2.02, 0.72], [-1.48, 1.35, -1.21], [-2.35, 0.92, -1.23], [-1.67, 2.29, -1.06], [1.14, 1.53, -2.81], [0.37, 1.74, -2.27], [0.95, 1.92, -3.67], [0.02, -1.57, -2.87], [-0.04, -0.78, -2.31], [-0.49, -1.35, -3.66], [0.23, -0.54, 0.03], [-0.37, -1.30, -0.08], [-0.30, 0.22, -0.27], [2.03, -0.64, 2.16], [2.86, -1.04, 1.91], [1.59, -0.42, 1.32]],
  "nbo_charge": [-0.94, 0.47, 0.47, -0.94, 0.48, 0.46, -0.98, 0.47, 0.50, -0.96, 0.48, 0.47, -0.96, 0.48, 0.49, -0.97, 0.50, 0.49, -0.95, 0.47, 0.48, -0.94, 0.47, 0.46, -1.01, 0.51, 0.50, -0.97, 0.47, 0.49]
}

2.
{
  "formula": "C31H22F9N7OOsSTe",
  "method": "the ωB97M-V functional and the def2-TZVPD basis",
  "e_tot_ha": -3308.137601,
  "e_above_lowest_kcal_mol": 57.5,
  "homo_energy_ev": [-12.487, -12.484],
  "charge": 2,
  "species": ["Os", "C", "C", "N", "C", "C", "C", "C", "C", "C", "C", "C", "C", "N", "C", "H", "H", "H", "H", "H", "H", "H", "H", "S", "C", "N", "C", "C", "N", "H", "H", "H", "H", "H", "H", "C", "Te", "C", "C", "C", "C", "C", "C", "C", "H", "H", "H", "H", "H", "H", "H", "H", "N", "C", "C", "C", "N", "C", "N", "F", "C", "F", "F", "C", "O", "C", "F", "F", "F", "C", "F", "F", "F"],
  "coordinates": [[0.16, 0.11, -0.26], [-0.42, -0.01, 4.03], [-0.57, 0.13, 2.65], [0.47, 0.15, 1.83], [1.72, 0.01, 2.32], [1.96, -0.09, 3.70], [0.84, -0.11, 4.56], [3.31, -0.16, 4.16], [4.34, -0.18, 3.29], [4.11, -0.14, 1.88], [5.15, -0.22, 0.93], [4.84, -0.20, -0.41], [3.50, -0.10, -0.80], [2.52, -0.02, 0.07], [2.80, -0.04, 1.40], [-1.30, -0.03, 4.66], [-1.55, 0.22, 2.21], [0.99, -0.20, 5.63], [3.48, -0.21, 5.23], [5.36, -0.22, 3.64], [6.17, -0.30, 1.27], [5.61, -0.25, -1.16], [3.23, -0.08, -1.84], [-0.93, -0.36, -2.36], [-0.35, -0.05, -3.96], [-0.27, -1.02, -4.86], [0.13, -0.52, -6.18], [0.21, 1.00, -5.94], [-0.06, 1.12, -4.51], [-0.47, -1.99, -4.66], [-0.61, -0.80, -6.93], [1.09, -0.95, -6.47], [-0.54, 1.55, -6.52], [1.19, 1.41, -6.19], [-0.10, 2.00, -4.03], [-5.54, -0.13, -0.05], [-3.43, -0.57, -0.12], [-3.25, 1.60, -0.10], [-4.64, 2.20, -0.02], [-4.83, 3.58, 0.03], [-6.11, 4.10, 0.07], [-7.21, 3.25, 0.06], [-7.03, 1.88, 0.02], [-5.74, 1.35, -0.02], [-5.95, -0.60, 0.84], [-6.05, -0.58, -0.91], [-2.74, 1.91, -1.02], [-2.64, 1.94, 0.74], [-3.98, 4.24, 0.05], [-6.26, 5.17, 0.11], [-8.21, 3.66, 0.08], [-7.88, 1.21, 0.02], [0.51, 1.96, -0.40], [0.54, 3.09, -0.09], [0.55, 4.41, 0.27], [1.76, 5.10, 0.52], [2.75, 5.65, 0.73], [-0.70, 5.04, 0.43], [-1.76, 5.47, 0.56], [-1.34, -5.22, -0.06], [-1.60, -3.93, -0.01], [-2.43, -3.68, 1.02], [-2.28, -3.59, -1.11], [-0.33, -3.04, 0.13], [-0.72, -1.72, 0.18], [0.65, -3.29, -1.07], [1.46, -4.33, -0.88], [1.43, -2.20, -1.24], [0.01, -3.47, -2.23], [0.41, -3.37, 1.46], [0.66, -4.66, 1.65], [-0.31, -2.93, 2.50], [1.58, -2.70, 1.49]],
  "lowdin_charge": [1.37, 0.01, -0.08, -0.05, -0.16, -0.11, 0.06, 0.02, 0.02, -0.11, 0.05, 0.01, -0.08, 0.04, -0.15, 0.13, 0.08, 0.14, 0.14, 0.13, 0.14, 0.13, 0.13, 0.64, -0.70, 0.06, -0.08, -0.09, 0.06, 0.16, 0.13, 0.13, 0.13, 0.13, 0.15, -0.41, 1.40, -0.43, -0.28, -0.04, -0.06, -0.06, -0.03, -0.29, 0.07, 0.07, 0.03, 0.04, 0.08, 0.11, 0.11, 0.12, -0.05, -0.07, -0.18, -0.16, 0.22, -0.16, 0.23, 0.22, -0.57, 0.16, 0.13, -0.26, -0.45, -0.55, 0.21, 0.06, 0.16, -0.54, 0.22, 0.18, 0.16]
}

3.
{
  "formula": "C4H4OS",
  "method": "the ωB97M-V functional and the def2-TZVPD basis",
  "e_tot_ha": -627.953848,
  "e_above_lowest_kcal_mol": 94.9,
  "multiplicity": 3,
  "homo_energy_ev": [-5.709, -8.229],
  "species": ["C", "C", "C", "C", "O", "S", "H", "H", "H", "H"],
  "coordinates": [[0.86, -0.49, -0.60], [0.79, -0.36, 0.86], [-1.12, 0.99, -0.62], [-0.41, -0.46, 1.36], [-0.01, 0.91, -1.18], [-1.64, -1.01, 2.11], [1.82, -0.52, -1.11], [0.20, -1.32, -1.02], [1.42, 0.47, 1.08], [-1.90, 1.78, -0.90]],
  "nbo_charge": [-0.12, -0.42, 0.35, -0.33, -0.45, 0.21, 0.21, 0.20, 0.18, 0.18]
}

4.
{
  "formula": "C2H8NSe",
  "method": "the ωB97M-V functional and the def2-TZVPD basis",
  "e_tot_ha": -2536.851365,
  "e_above_lowest_kcal_mol": 26.6,
  "homo_energy_ev": -13.417,
  "charge": 1,
  "species": ["C", "C", "N", "Se", "H", "H", "H", "H", "H", "H", "H", "H"],
  "coordinates": [[0.30, -1.23, -0.20], [-0.47, -0.13, 0.55], [0.32, 1.27, 0.72], [-2.38, 0.04, -0.16], [0.93, -0.66, -0.85], [-0.43, -1.85, -0.87], [0.75, -1.85, 0.58], [-0.69, -0.46, 1.84], [-0.26, 2.01, 1.08], [0.77, 1.39, -0.18], [0.95, 1.11, 1.46], [-2.71, -0.85, 0.87]],
  "nbo_charge": [-0.68, -0.21, -0.70, 0.15, 0.21, 0.28, 0.25, 0.26, 0.46, 0.44, 0.44, 0.10]
}

5.
{
  "formula": "C8H19N5O9Zn",
  "method": "the ωB97M-V functional and the def2-TZVPD basis",
  "e_tot_ha": -3046.371726,
  "e_above_lowest_kcal_mol": 90.3,
  "homo_energy_ev": 1.190,
  "charge": -2,
  "species": ["Zn", "C", "O", "O", "O", "C", "O", "O", "O", "C", "O", "N", "N", "H", "H", "H", "H", "C", "O", "N", "N", "H", "H", "H", "H", "C", "C", "C", "O", "C", "N", "H", "H", "H", "H", "H", "H", "H", "H", "H", "H", "H"],
  "coordinates": [[13.18, -7.98, -4.01], [14.87, -8.49, -1.98], [15.01, -7.95, -3.15], [14.71, -7.75, -0.95], [13.63, -8.96, -2.17], [11.00, -7.10, -2.88], [11.21, -7.75, -3.98], [10.69, -7.69, -1.80], [12.09, -6.49, -2.67], [11.06, -8.97, -7.57], [11.92, -8.14, -7.83], [10.65, -9.95, -8.41], [10.42, -8.94, -6.42], [11.05, -10.05, -9.33], [9.98, -10.60, -8.04], [9.80, -9.72, -6.28], [10.71, -8.32, -5.66], [13.63, -10.65, -5.27], [13.38, -9.45, -5.23], [13.45, -11.46, -6.34], [14.14, -11.32, -4.22], [13.95, -12.33, -6.33], [12.85, -11.12, -7.07], [14.30, -10.63, -3.47], [14.68, -12.13, -4.47], [14.99, -7.38, -7.31], [14.88, -6.42, -6.09], [15.04, -4.94, -6.52], [15.14, -4.19, -5.33], [15.37, -2.82, -5.59], [13.54, -6.46, -5.44], [16.02, -7.41, -7.67], [14.42, -6.92, -8.12], [14.64, -8.40, -7.15], [15.58, -6.65, -5.29], [14.21, -4.63, -7.16], [15.89, -4.87, -7.23], [16.37, -2.79, -6.02], [15.39, -2.20, -4.69], [14.66, -2.43, -6.32], [12.84, -6.45, -6.17], [13.51, -5.56, -4.97]],
  "nbo_charge": [1.74, 0.83, -1.00, -0.71, -0.96, 0.87, -1.05, -0.77, -0.91, 0.75, -0.70, -0.88, -0.82, 0.39, 0.38, 0.35, 0.49, 0.80, -0.73, -0.86, -0.85, 0.38, 0.41, 0.47, 0.35, -0.62, -0.08, -0.08, -0.52, -0.24, -0.89, 0.18, 0.19, 0.24, 0.25, 0.15, 0.14, 0.15, 0.19, 0.15, 0.38, 0.40]
}

6.
{
  "formula": "C55H45N5O5RuS6Te",
  "method": "the ωB97M-V functional and the def2-TZVPD basis",
  "e_tot_ha": -5525.014930,
  "e_above_lowest_kcal_mol": 0.0,
  "multiplicity": 2,
  "homo_energy_ev": [-4.165, -4.176],
  "charge": -1,
  "species": ["Ru", "O", "C", "O", "C", "C", "C", "C", "C", "C", "C", "C", "C", "N", "H", "H", "H", "H", "H", "H", "C", "C", "C", "C", "C", "C", "C", "N", "C", "N", "C", "C", "C", "C", "C", "C", "C", "N", "C", "C", "C", "C", "C", "C", "C", "H", "H", "H", "H", "H", "H", "H", "H", "H", "H", "H", "H", "H", "H", "H", "H", "H", "H", "H", "H", "H", "H", "O", "C", "N", "S", "O", "O", "C", "C", "C", "C", "C", "C", "H", "H", "H", "H", "C", "S", "C", "C", "S", "S", "C", "S", "S", "H", "H", "H", "Te", "C", "C", "C", "C", "C", "C", "C", "C", "C", "C", "C", "C", "H", "H", "H", "H", "H", "H", "H", "H", "H", "H"],
  "coordinates": [[-0.14, -0.70, 0.53], [1.08, 1.59, -2.49], [0.89, 0.65, -1.69], [-0.28, 0.45, -1.21], [1.95, -0.28, -1.33], [3.23, -0.15, -1.88], [4.20, -1.05, -1.56], [3.87, -2.16, -0.74], [4.79, -3.17, -0.43], [4.42, -4.28, 0.31], [3.11, -4.40, 0.75], [2.19, -3.41, 0.49], [2.54, -2.26, -0.23], [1.63, -1.28, -0.45], [3.40, 0.69, -2.53], [5.20, -0.96, -1.95], [5.80, -3.07, -0.80], [5.15, -5.04, 0.54], [2.80, -5.28, 1.29], [1.16, -3.50, 0.83], [-5.56, -4.06, -2.85], [-4.57, -5.01, -2.23], [-4.58, -6.35, -2.58], [-3.67, -7.24, -2.03], [-2.75, -6.79, -1.10], [-2.74, -5.46, -0.73], [-3.64, -4.55, -1.29], [-3.63, -3.22, -0.89], [-2.48, -2.72, -0.23], [-2.51, -2.99, 1.09], [-1.56, -2.83, 2.11], [-0.35, -2.16, 1.92], [0.58, -2.14, 2.96], [0.29, -2.71, 4.19], [-0.95, -3.31, 4.39], [-1.88, -3.38, 3.37], [-3.22, -4.04, 3.61], [-1.51, -2.18, -0.86], [-1.52, -1.93, -2.23], [-2.29, -0.90, -2.76], [-2.14, -0.52, -4.09], [-1.23, -1.20, -4.89], [-0.52, -2.27, -4.38], [-0.66, -2.67, -3.06], [0.04, -3.88, -2.52], [-6.25, -4.61, -3.49], [-5.06, -3.31, -3.45], [-6.14, -3.55, -2.08], [-5.30, -6.70, -3.30], [-3.69, -8.28, -2.32], [-2.03, -7.47, -0.66], [-2.00, -5.12, -0.02], [-4.05, -2.56, -1.53], [-3.40, -3.38, 1.40], [1.54, -1.65, 2.80], [1.01, -2.67, 4.99], [-1.18, -3.73, 5.36], [-3.26, -4.42, 4.63], [-3.38, -4.88, 2.93], [-4.03, -3.33, 3.49], [-2.97, -0.37, -2.11], [-2.72, 0.28, -4.50], [-1.08, -0.88, -5.91], [0.14, -2.82, -5.04], [0.88, -4.16, -3.15], [-0.67, -4.72, -2.49], [0.39, -3.69, -1.51], [-0.73, 0.39, 3.17], [-1.76, 0.56, 2.53], [-1.91, 0.08, 1.28], [-3.26, 0.62, 0.56], [-2.96, 1.65, -0.41], [-4.07, -0.45, 0.06], [-3.97, 1.31, 2.05], [-5.23, 1.76, 2.36], [-5.47, 2.18, 3.66], [-4.45, 2.19, 4.61], [-3.19, 1.73, 4.30], [-2.96, 1.25, 3.01], [-6.00, 1.77, 1.60], [-6.47, 2.51, 3.94], [-4.66, 2.56, 5.61], [-2.38, 1.71, 5.02], [4.18, 2.53, 0.21], [4.32, 1.24, 1.48], [3.14, 1.77, 2.67], [1.80, 1.88, 2.46], [1.00, 1.68, 0.97], [0.88, 2.41, 3.87], [2.21, 2.56, 4.97], [2.05, 3.07, 6.52], [3.74, 2.11, 4.28], [5.02, 2.38, -0.46], [4.24, 3.51, 0.67], [3.24, 2.42, -0.33], [-1.31, 2.55, -2.26], [-3.26, 3.42, -2.73], [-3.48, 4.77, -2.57], [-4.72, 5.33, -2.85], [-5.75, 4.52, -3.30], [-5.55, 3.16, -3.43], [-4.31, 2.61, -3.14], [-0.55, 3.21, -4.18], [0.05, 2.27, -5.01], [0.67, 2.64, -6.18], [0.70, 3.97, -6.55], [0.09, 4.92, -5.75], [-0.53, 4.54, -4.57], [-2.69, 5.41, -2.20], [-4.89, 6.39, -2.72], [-6.72, 4.95, -3.54], [-6.36, 2.52, -3.75], [-4.16, 1.55, -3.21], [0.06, 1.23, -4.69], [1.14, 1.90, -6.81], [1.20, 4.28, -7.46], [0.13, 5.97, -6.03], [-0.99, 5.29, -3.95]],
  "lowdin_spin": [0.84, 0.00, 0.00, 0.04, 0.00, 0.00, 0.00, 0.00, 0.00, 0.00, 0.00, 0.00, 0.00, 0.00, 0.00, 0.00, 0.00, 0.00, 0.00, 0.00, 0.00, 0.00, 0.00, 0.00, 0.00, 0.00, 0.00, 0.00, 0.00, 0.01, 0.01, 0.03, 0.03, 0.00, 0.02, 0.00, 0.00, 0.00, 0.00, 0.00, 0.00, 0.00, 0.00, 0.00, 0.00, 0.00, 0.00, 0.00, 0.00, 0.00, 0.00, 0.00, 0.00, 0.00, 0.00, 0.00, 0.00, 0.00, 0.00, 0.00, 0.00, 0.00, 0.00, 0.00, 0.00, 0.00, 0.00, 0.02, 0.00, 0.00, 0.00, 0.00, 0.00, 0.00, 0.00, 0.00, 0.00, 0.00, 0.00, 0.00, 0.00, 0.00, 0.00, 0.00, 0.00, 0.00, 0.00, 0.00, 0.00, 0.00, 0.00, 0.00, 0.00, 0.00, 0.00, 0.00, 0.00, 0.00, 0.00, 0.00, 0.00, 0.00, 0.00, 0.00, 0.00, 0.00, 0.00, 0.00, 0.00, 0.00, 0.00, 0.00, 0.00, 0.00, 0.00, 0.00, 0.00, 0.00]
}